1.
{"formula": "C2H4Cl3N2", "method": "the ωB97M-V functional and the def2-TZVPD basis", "elements": ["C", "C", "N", "N", "Cl", "Cl", "Cl", "H", "H", "H", "H"], "xyz": [[-0.044, -0.026, -0.867], [1.019, 2.388, -2.960], [-0.676, -0.699, 0.114], [0.840, 0.887, -0.779], [2.626, 2.014, -3.014], [0.478, 3.910, -2.423], [-0.157, 1.431, -3.677], [-0.351, -0.200, -1.940], [-1.553, -1.247, -0.209], [-0.406, -0.369, 1.014], [1.269, 1.170, 0.164]], "gap_ha": 0.252, "e_above_lowest_ev": 2.189, "total_charge": 1, "homo_energy_ev": -13.507}

***

2.
{"formula": "C23H20ClN2", "method": "the ωB97M-V functional and the def2-TZVPD basis", "elements": ["C", "C", "N", "C", "C", "C", "C", "C", "C", "C", "C", "C", "C", "C", "C", "H", "H", "H", "H", "H", "H", "H", "H", "H", "H", "H", "H", "C", "C", "C", "C", "C", "N", "C", "C", "C", "Cl", "C", "H", "H", "H", "H", "H", "H", "H", "H"], "xyz": [[0.282, 0.721, -2.399], [-0.488, 1.157, -1.221], [-1.633, 0.578, -0.860], [-2.577, 1.158, 0.033], [-2.602, 2.438, 0.548], [-3.641, 2.768, 1.452], [-4.617, 1.818, 1.806], [-4.602, 0.532, 1.239], [-3.585, 0.206, 0.328], [-3.288, -0.981, -0.433], [-2.106, -0.728, -1.192], [-1.604, -1.685, -2.056], [-2.255, -2.940, -2.132], [-3.391, -3.208, -1.349], [-3.925, -2.227, -0.498], [0.952, 1.529, -2.730], [0.926, -0.139, -2.194], [-0.373, 0.487, -3.240], [-0.362, 2.167, -0.858], [-1.849, 3.166, 0.257], [-3.692, 3.765, 1.889], [-5.400, 2.078, 2.529], [-5.351, -0.221, 1.492], [-0.738, -1.462, -2.670], [-1.868, -3.707, -2.805], [-3.863, -4.193, -1.407], [-4.812, -2.421, 0.112], [1.023, -1.184, 2.628], [2.022, -0.594, 1.712], [2.127, -0.605, 0.313], [3.417, -0.045, -0.016], [4.017, 0.356, 1.214], [3.147, -0.013, 2.234], [5.263, 0.945, 1.301], [5.981, 1.156, 0.106], [5.450, 0.688, -1.122], [6.358, 0.925, -2.541], [4.189, 0.063, -1.185], [0.253, -1.719, 2.057], [1.506, -1.885, 3.331], [0.550, -0.392, 3.228], [1.402, -1.012, -0.394], [3.326, 0.102, 3.217], [5.656, 1.253, 2.271], [6.949, 1.648, 0.125], [3.826, -0.342, -2.124]], "gap_ha": 0.197, "total_charge": 1, "homo_energy_ev": -10.362}

***

3.
{"formula": "C25H42GeN5Si3V", "method": "the ωB97M-V functional and the def2-TZVPD basis", "elements": ["V", "C", "N", "C", "C", "N", "C", "C", "C", "C", "C", "C", "N", "C", "N", "C", "C", "C", "C", "C", "C", "N", "H", "H", "H", "H", "H", "H", "H", "H", "H", "H", "H", "H", "H", "H", "H", "C", "Si", "C", "C", "Ge", "Si", "C", "C", "C", "Si", "C", "C", "C", "H", "H", "H", "H", "H", "H", "H", "H", "H", "H", "H", "H", "H", "H", "H", "H", "H", "H", "H", "H", "H", "H", "H", "H", "H", "H", "H"], "xyz": [[-1.208, -0.367, -0.797], [-1.486, -2.382, -1.098], [-2.966, 0.107, -0.680], [-3.683, 0.632, -1.834], [-2.615, 0.926, -2.827], [-1.343, 0.700, -2.477], [-0.569, 1.036, -3.611], [0.802, 1.018, -3.831], [1.253, 1.427, -5.071], [0.368, 1.851, -6.073], [-0.996, 1.877, -5.862], [-1.435, 1.461, -4.614], [-2.725, 1.363, -4.073], [-0.032, -2.459, -1.332], [0.609, -1.302, -1.168], [1.963, -1.561, -1.420], [3.083, -0.735, -1.406], [4.301, -1.302, -1.728], [4.412, -2.662, -2.064], [3.308, -3.490, -2.086], [2.090, -2.910, -1.758], [0.801, -3.443, -1.688], [-2.097, -2.633, -1.964], [-1.830, -2.930, -0.223], [-3.595, -0.006, 0.103], [-4.260, 1.531, -1.597], [-4.391, -0.100, -2.239], [1.493, 0.689, -3.069], [2.315, 1.422, -5.277], [0.762, 2.165, -7.030], [-1.687, 2.204, -6.628], [-3.585, 1.601, -4.545], [3.009, 0.319, -1.168], [5.189, -0.686, -1.734], [5.383, -3.066, -2.316], [3.389, -4.536, -2.353], [0.537, -4.393, -1.905], [1.565, -0.201, 4.734], [1.594, -0.810, 2.999], [0.895, -2.498, 2.673], [3.149, -0.464, 2.076], [-0.342, 0.271, 1.569], [0.587, 2.676, 1.197], [0.130, 3.164, 2.922], [2.369, 2.722, 0.765], [-0.520, 3.359, -0.112], [-2.505, -0.607, 2.871], [-3.364, 1.006, 2.577], [-3.247, -2.134, 2.190], [-1.944, -0.778, 4.604], [2.235, -0.841, 5.322], [0.589, -0.234, 5.206], [1.974, 0.809, 4.807], [1.624, -3.227, 3.048], [0.775, -2.692, 1.603], [-0.044, -2.677, 3.196], [3.739, -1.386, 2.051], [3.741, 0.297, 2.585], [2.991, -0.167, 1.039], [0.621, 2.568, 3.691], [-0.949, 3.164, 3.095], [0.468, 4.203, 3.033], [3.015, 2.289, 1.525], [2.633, 3.783, 0.677], [2.583, 2.255, -0.197], [-1.559, 3.427, 0.217], [-0.464, 2.783, -1.035], [-0.184, 4.380, -0.331], [-3.098, 1.541, 1.665], [-3.195, 1.669, 3.427], [-4.437, 0.781, 2.538], [-3.400, -2.142, 1.115], [-4.238, -2.193, 2.661], [-2.693, -3.025, 2.487], [-1.368, 0.074, 4.963], [-1.407, -1.704, 4.805], [-2.882, -0.808, 5.180]], "s2": 0.93, "gap_ha": [0.199, 0.204], "spin_multiplicity": 2, "total_charge": 3, "homo_energy_ev": [-16.461, -16.508]}

***

Computed values of electronic energy (unit: eV) for the preceding records, in sequence: -42676.8695, -39672.1164, -139870.7172.